{
  "formula": "C76H152O47",
  "method": "ωB97M-V/def2-TZVPD",
  "gap_ev": 10.12,
  "e_homo_ev": -9.74,
  "e_tot_ha": -6523.33119,
  "species": ["O", "C", "O", "C", "C", "C", "H", "H", "H", "H", "H", "H", "H", "H", "O", "C", "O", "C", "C", "C", "H", "H", "H", "H", "H", "H", "H", "H", "O", "C", "O", "C", "C", "C", "H", "H", "H", "H", "H", "H", "H", "H", "O", "C", "O", "C", "C", "C", "H", "H", "H", "H", "H", "H", "H", "H", "O", "C", "O", "C", "C", "C", "H", "H", "H", "H", "H", "H", "H", "H", "O", "C", "O", "C", "C", "C", "H", "H", "H", "H", "H", "H", "H", "H", "O", "C", "O", "C", "C", "C", "H", "H", "H", "H", "H", "H", "H", "H", "O", "C", "O", "C", "C", "C", "H", "H", "H", "H", "H", "H", "H", "H", "O", "C", "O", "C", "C", "C", "H", "H", "H", "H", "H", "H", "H", "H", "O", "C", "O", "C", "C", "C", "H", "H", "H", "H", "H", "H", "H", "H", "C", "C", "O", "C", "O", "O", "C", "H", "H", "H", "H", "H", "H", "H", "H", "C", "C", "O", "C", "O", "O", "C", "H", "H", "H", "H", "H", "H", "H", "H", "C", "C", "O", "C", "O", "O", "C", "H", "H", "H", "H", "H", "H", "H", "H", "C", "C", "O", "C", "O", "O", "C", "H", "H", "H", "H", "H", "H", "H", "H", "C", "C", "O", "C", "O", "O", "C", "H", "H", "H", "H", "H", "H", "H", "H", "C", "C", "O", "C", "O", "O", "C", "H", "H", "H", "H", "H", "H", "H", "H", "C", "C", "O", "C", "O", "O", "C", "H", "H", "H", "H", "H", "H", "H", "H", "C", "C", "O", "C", "O", "O", "C", "H", "H", "H", "H", "H", "H", "H", "H", "C", "C", "O", "C", "O", "O", "C", "H", "H", "H", "H", "H", "H", "H", "H"],
  "coordinates": [[2.52051, -5.60616, 0.95041], [1.59466, -6.01692, 0.21453], [0.42495, -6.43235, 0.67043], [0.21991, -6.55136, 2.07945], [-0.31834, -5.24113, 2.78063], [1.74040, -5.93587, -1.26506], [1.13875, -6.96877, 2.49127], [-0.50467, -7.34553, 2.25940], [-1.29277, -4.87731, 2.45471], [0.51341, -4.54108, 2.70170], [-0.34755, -5.39070, 3.85992], [2.05501, -6.90890, -1.64233], [2.41825, -5.12147, -1.52076], [0.73078, -5.80981, -1.65604], [-3.11872, 6.35922, -5.49902], [-2.96924, 6.99913, -4.45139], [-2.21533, 6.62129, -3.45045], [-1.50343, 5.38319, -3.42296], [-0.10065, 5.58937, -4.00665], [-3.65433, 8.32621, -4.17803], [-2.04031, 4.55980, -3.89400], [-1.33264, 5.08787, -2.38773], [0.39527, 6.44794, -3.55387], [-0.22903, 5.70876, -5.08246], [0.56919, 4.73803, -3.88566], [-3.04750, 9.21024, -4.37387], [-4.09530, 8.27888, -3.18234], [-4.53285, 8.39899, -4.81914], [1.88675, -0.14484, -1.05161], [2.04195, -1.25747, -1.59776], [3.13806, -1.97233, -1.67192], [4.37194, -1.53423, -1.14606], [5.43337, -2.33623, -1.93922], [0.89767, -1.98664, -2.27130], [4.34727, -1.90877, -0.12272], [4.45928, -0.45688, -1.28669], [5.29436, -3.41561, -2.00025], [6.42354, -2.13627, -1.52974], [5.39384, -2.07675, -2.99715], [0.86857, -3.02937, -1.95512], [1.00871, -1.93623, -3.35446], [-0.04478, -1.49404, -2.03209], [-0.91709, 6.04777, -0.21647], [-1.81361, 6.02344, 0.62930], [-1.67731, 6.51558, 1.92867], [-0.46297, 7.02231, 2.43506], [-0.62925, 7.17683, 3.95862], [-3.19799, 5.50391, 0.43562], [-0.26289, 7.98479, 1.96422], [0.36409, 6.31373, 2.39032], [-1.21018, 6.40984, 4.47079], [-1.06795, 8.16264, 4.11296], [0.33147, 7.17708, 4.47352], [-3.20018, 4.69500, -0.29497], [-3.80931, 6.29703, 0.00509], [-3.65765, 5.16258, 1.36314], [-4.16028, -2.20837, -3.13076], [-5.29159, -1.79161, -2.99272], [-6.04906, -1.07671, -3.87930], [-5.52273, -0.69146, -5.16915], [-6.78126, -0.03065, -5.76437], [-6.10559, -2.09964, -1.75653], [-5.15578, -1.57683, -5.68833], [-4.69946, -0.04405, -4.86718], [-7.67234, -0.65836, -5.77065], [-6.51693, 0.25009, -6.78388], [-7.07456, 0.81101, -5.13691], [-5.67778, -1.46192, -0.98297], [-6.10120, -3.15012, -1.46573], [-7.14567, -1.84232, -1.95682], [2.20535, 10.92892, -1.34705], [2.90333, 10.77527, -0.31646], [2.97659, 9.68930, 0.42580], [2.36334, 8.47900, 0.08134], [3.00027, 7.77843, -1.10675], [3.62147, 11.97190, 0.26277], [1.30833, 8.57464, -0.17542], [2.38249, 7.87577, 0.98901], [4.01411, 7.45096, -0.87656], [2.91949, 8.41745, -1.98608], [2.47262, 6.84140, -1.28473], [4.69768, 11.82662, 0.35636], [3.30035, 12.11179, 1.29496], [3.52741, 12.84095, -0.38838], [-7.33774, -1.32825, 2.73129], [-6.29945, -2.05239, 2.74675], [-5.98832, -3.01260, 3.59369], [-6.86269, -3.44238, 4.60942], [-6.92218, -2.31517, 5.73244], [-5.13852, -1.83359, 1.81507], [-6.49075, -4.36347, 5.05817], [-7.87162, -3.66657, 4.26314], [-5.92979, -1.94371, 5.98792], [-7.41777, -2.69285, 6.62678], [-7.48644, -1.47729, 5.32297], [-5.33578, -1.11082, 1.02337], [-4.88094, -2.78295, 1.34555], [-4.33391, -1.35115, 2.37001], [-4.07891, -4.71247, 0.17550], [-3.18006, -4.52102, -0.63313], [-2.99299, -5.08527, -1.81490], [-3.98174, -5.94059, -2.40552], [-4.03318, -7.35951, -1.85159], [-2.08698, -3.50595, -0.25015], [-3.94218, -5.90824, -3.49431], [-4.95488, -5.49280, -2.20405], [-5.03832, -7.76583, -1.96425], [-3.84574, -7.35261, -0.77785], [-3.22737, -7.91185, -2.33500], [-1.16107, -3.77948, -0.75610], [-2.02981, -3.43107, 0.83577], [-2.39849, -2.54274, -0.65425], [-4.48677, 4.68256, -2.80277], [-5.29249, 3.76672, -2.92374], [-6.44095, 3.79765, -3.57781], [-6.87054, 4.95782, -4.23836], [-8.37247, 4.87799, -4.55703], [-4.91515, 2.37279, -2.44319], [-6.28076, 5.21890, -5.11705], [-6.88795, 5.81540, -3.56578], [-8.97455, 4.81801, -3.65038], [-8.49472, 4.07852, -5.28777], [-8.63129, 5.78388, -5.10518], [-4.11637, 2.39097, -1.70176], [-4.81333, 1.73237, -3.31932], [-5.83258, 1.98217, -2.00291], [-0.39919, 0.05984, 5.27877], [-0.93033, -0.50698, 6.18125], [-2.06969, -1.18997, 6.24730], [-2.70041, -1.51317, 5.05292], [-2.18690, -2.70804, 4.43518], [-0.26798, -0.39073, 7.55939], [-2.58172, -0.65487, 4.39161], [-3.77150, -1.63762, 5.21224], [-2.39894, -3.53447, 5.11352], [-1.10540, -2.70789, 4.29932], [-2.66187, -2.94912, 3.48420], [-0.54627, -1.17285, 8.26574], [-0.56593, 0.53589, 8.05002], [0.81946, -0.37730, 7.48592], [3.68121, 1.15122, -4.15796], [4.95305, 1.49286, -4.91510], [6.03550, 0.71416, -4.39869], [6.68369, 1.16420, -3.30214], [6.44004, 2.25445, -2.73595], [7.38503, 0.18645, -2.80580], [7.80557, 0.30027, -1.49041], [3.53142, 0.07330, -4.21926], [2.75843, 1.54967, -4.57965], [3.73405, 1.43955, -3.10812], [5.06161, 2.57582, -4.85596], [4.88367, 1.27376, -5.98060], [8.34307, -0.58090, -1.14010], [6.93162, 0.32687, -0.83957], [8.49309, 1.10455, -1.22856], [2.74700, 5.96816, 3.95293], [4.04211, 5.27363, 3.59090], [4.47594, 5.56442, 2.28877], [3.98200, 4.87911, 1.22749], [2.99059, 4.11702, 1.15843], [4.86949, 5.02328, 0.27187], [4.91601, 4.23412, -0.91291], [2.50735, 6.15040, 5.00053], [1.93431, 5.37485, 3.53385], [2.81873, 7.00940, 3.63861], [3.81598, 4.21130, 3.68268], [4.85948, 5.46992, 4.28478], [4.29596, 4.66759, -1.69760], [4.46219, 3.24973, -0.79836], [5.95441, 4.22729, -1.24423], [1.81476, -8.65400, -5.53544], [1.84305, -7.10936, -5.36131], [0.56085, -6.65079, -5.12973], [0.33533, -5.42259, -4.74270], [1.24711, -4.64657, -4.50080], [-0.90842, -5.16766, -4.68375], [-1.45701, -3.94881, -4.17814], [1.05185, -8.87346, -6.28236], [1.56424, -9.07717, -4.56267], [2.74319, -9.08964, -5.90466], [2.19283, -6.72857, -6.32087], [2.52176, -6.79591, -4.56807], [-1.23454, -3.83337, -3.11735], [-2.52429, -3.87209, -4.38580], [-1.02983, -3.07029, -4.66171], [2.94959, 1.09866, 2.84117], [4.08715, 0.84339, 1.87028], [5.23545, 0.74028, 2.66397], [6.24947, -0.12485, 2.43121], [6.34452, -0.81961, 1.39840], [7.10747, -0.15177, 3.50658], [8.19783, -1.02801, 3.53230], [2.73549, 0.15584, 3.34453], [2.00448, 1.39798, 2.38810], [3.11911, 1.81137, 3.64827], [4.13778, 1.68454, 1.17892], [3.81082, -0.02658, 1.27454], [8.83618, -0.89615, 4.40593], [8.80375, -0.77235, 2.66305], [8.05748, -2.10406, 3.42985], [3.88096, -2.91062, 3.03726], [4.74643, -2.96691, 4.27194], [5.76292, -3.90814, 4.07180], [6.72025, -4.05339, 4.98188], [6.71318, -3.56337, 6.13489], [7.66122, -4.96312, 4.44882], [8.89664, -5.09184, 5.11376], [4.39952, -2.56703, 2.14221], [3.04228, -2.27746, 3.32673], [3.40951, -3.84829, 2.74294], [4.11034, -3.08540, 5.14912], [5.14460, -1.98000, 4.50765], [8.64875, -5.60719, 6.04170], [9.32459, -4.11273, 5.32891], [9.67420, -5.64725, 4.58934], [-5.92755, 1.92696, 1.02180], [-5.98099, 2.19639, 2.53377], [-4.94798, 3.07204, 2.97661], [-3.68153, 2.58037, 3.13815], [-3.31533, 1.45942, 2.81897], [-2.88159, 3.58018, 3.49503], [-1.50195, 3.31006, 3.70241], [-5.18195, 1.16032, 0.81103], [-5.65272, 2.73023, 0.33820], [-6.86666, 1.47391, 0.70413], [-6.00366, 1.28281, 3.12787], [-6.90616, 2.65243, 2.88617], [-1.35192, 2.54576, 4.46494], [-0.87016, 4.17920, 3.88551], [-1.15487, 3.01917, 2.71094], [4.78443, -11.34579, 3.08926], [3.83968, -10.56165, 2.18306], [3.91264, -9.16535, 2.47115], [3.22655, -8.56576, 3.49970], [2.29287, -9.14957, 4.08727], [3.61106, -7.33815, 3.58972], [2.98221, -6.35481, 4.39038], [4.37838, -11.44853, 4.09558], [5.70791, -10.77444, 3.18342], [5.05260, -12.29279, 2.62088], [2.86043, -10.93667, 2.48060], [4.03941, -10.84691, 1.15018], [2.97116, -6.60707, 5.45072], [1.98531, -6.10668, 4.02608], [3.63450, -5.48239, 4.35170], [-0.42928, 1.12265, -3.85214], [-1.97766, 0.81301, -4.05615], [-2.48412, 1.69117, -5.01137], [-2.36773, 1.47877, -6.34404], [-1.62506, 0.60988, -6.82602], [-3.10005, 2.42405, -7.05725], [-3.83695, 3.47234, -6.48653], [-0.06547, 0.40585, -3.11598], [-0.31792, 2.14641, -3.49491], [0.23567, 1.08791, -4.71512], [-2.36775, 1.15066, -3.09598], [-2.34712, -0.19186, -4.26071], [-4.54846, 3.10617, -5.74643], [-4.25945, 4.12952, -7.24660], [-3.24735, 4.00620, -5.74122], [0.15466, -1.56068, 1.38285], [-0.99923, -0.58180, 1.56100], [-0.68363, 0.63734, 0.91465], [-1.36352, 0.93972, -0.26628], [-2.32634, 0.32189, -0.69967], [-0.94375, 2.12112, -0.75643], [0.15936, 2.85494, -0.22113], [0.20129, -2.07109, 0.42088], [0.11750, -2.35767, 2.12549], [1.05446, -0.97934, 1.58410], [-1.01721, -0.35517, 2.62703], [-1.96108, -1.00411, 1.27013], [0.96762, 2.13354, -0.10112], [-0.06762, 3.27152, 0.76021], [0.42406, 3.64654, -0.92213]],
  "forces_ev_per_a": [[-2.26, -1.17, -1.12], [3.17, 2.02, 2.11], [-0.88, -0.22, -0.48], [-0.77, 0.13, 1.11], [1.91, -1.11, -0.18], [-1.10, -0.49, 0.05], [0.03, 0.60, 0.24], [-0.18, 0.00, -0.61], [0.31, -0.10, -0.30], [-0.40, 0.63, -0.46], [-0.33, -0.46, 0.07], [0.37, 0.09, -0.07], [-0.11, -0.29, -0.10], [0.07, 0.32, -0.39], [0.28, 0.95, 1.71], [-0.52, -0.70, -2.36], [0.26, 0.05, 1.20], [1.40, -0.72, 0.15], [-0.55, -0.10, -0.72], [-0.96, -0.59, -0.18], [-0.16, 0.34, -0.28], [-0.68, 0.47, 0.18], [-0.17, 0.10, -0.10], [0.33, 0.38, -0.09], [-0.26, -0.25, 0.27], [0.21, -0.24, 0.37], [0.56, 0.37, 0.26], [0.22, -0.10, -0.36], [1.09, -2.31, -1.08], [-1.73, 2.14, 0.88], [-0.77, -0.31, -0.77], [0.83, -1.53, -0.34], [-0.09, 0.56, -0.18], [-0.11, 0.39, 0.14], [0.43, 0.79, 0.26], [0.18, -0.03, 0.42], [-0.38, -0.03, 0.80], [-0.02, 0.00, -0.14], [0.20, 0.56, 0.02], [0.10, 0.00, -0.18], [0.20, -0.24, -0.02], [0.05, -0.04, 0.18], [-1.64, 0.03, 2.05], [2.10, 0.70, -0.02], [-0.84, -1.06, -1.49], [0.42, -0.53, 1.29], [-0.10, 1.10, -0.15], [-0.26, -0.30, -0.23], [0.41, -0.16, -0.02], [0.00, -0.03, -1.21], [-0.27, -0.02, -0.49], [-0.28, -0.15, 0.51], [0.18, 0.13, -0.28], [0.15, 0.05, -0.04], [-0.01, 0.09, 0.03], [0.15, 0.16, 0.02], [-0.53, 0.82, -0.75], [-0.49, -0.90, -0.09], [0.86, -1.33, 1.38], [-1.20, -0.09, 1.35], [1.18, 0.13, -0.38], [-0.44, 0.55, -0.49], [-0.02, 0.13, -0.16], [0.10, 0.39, -1.01], [0.42, -0.51, -0.08], [-0.42, 0.41, -0.03], [0.31, 0.31, -0.26], [-0.25, -0.22, 0.23], [0.56, 0.09, -0.04], [0.07, 0.24, 0.28], [1.77, -1.26, 2.54], [-2.23, 1.89, -2.92], [0.88, 0.64, 0.67], [-1.03, -1.36, -0.79], [0.18, -0.31, 0.47], [0.80, -0.40, 0.19], [-0.13, 0.63, 0.13], [0.28, -0.02, -0.03], [0.26, 0.43, -0.20], [0.26, -0.15, 0.00], [-0.35, 0.08, -0.09], [0.10, -0.46, -0.08], [-0.28, 0.34, -0.13], [-0.54, -0.14, 0.28], [2.88, -2.81, 0.53], [-2.44, 3.37, -0.92], [0.20, -0.88, -0.19], [-0.73, 1.39, 2.38], [-0.36, -0.83, -1.19], [-0.24, 0.35, -0.46], [0.45, 0.09, -0.40], [0.06, 0.28, -0.38], [0.07, -0.27, 0.01], [0.03, 0.01, -0.03], [-0.04, -0.02, 0.14], [-0.53, -0.11, 0.21], [0.48, 0.01, 0.23], [0.31, -0.46, 0.19], [0.19, -0.49, -1.54], [-0.01, 0.96, 2.25], [0.41, -0.33, -0.63], [-2.01, 0.23, 0.78], [0.88, 0.61, 0.14], [-0.63, -0.72, -1.09], [0.89, 0.06, 0.11], [-0.07, 0.25, 0.25], [0.25, -0.23, -0.44], [0.06, 0.12, 0.01], [-0.37, -0.56, 0.08], [0.20, 0.06, 0.39], [0.18, -0.15, -0.24], [-0.04, 0.18, -0.03], [-1.66, -0.32, -0.27], [3.10, 0.19, 0.20], [-0.40, -0.82, 0.02], [-1.56, 2.00, 0.40], [1.12, -0.40, -0.97], [-1.91, 0.44, 0.01], [0.20, -0.35, 0.07], [1.03, 0.04, 0.26], [0.00, -0.35, -0.23], [-0.64, -0.33, 0.37], [-0.04, 0.17, 0.18], [0.11, -0.13, -0.52], [0.71, 0.05, 0.03], [0.02, -0.25, 0.42], [-0.51, -0.06, -1.98], [1.31, 0.50, 3.01], [0.45, -0.23, 1.04], [-1.52, 2.31, -1.58], [1.01, -2.52, -0.29], [-0.31, -0.41, 0.50], [-0.16, 0.15, -0.22], [0.02, 0.19, 0.45], [0.04, -0.37, -0.08], [0.08, 0.23, -0.15], [-0.09, 0.20, -0.02], [-0.13, -0.16, -0.23], [-0.09, 0.19, -0.26], [-0.14, 0.04, -0.32], [-0.21, -0.90, -0.11], [-1.06, 0.81, -0.05], [1.04, 0.47, 0.24], [-3.08, 2.68, 1.20], [1.06, -2.55, -1.60], [1.04, -0.73, -1.20], [0.32, -0.15, 2.54], [0.05, -0.21, 0.24], [0.25, 0.46, -0.18], [0.09, 0.05, -0.02], [0.83, -0.05, 0.26], [0.05, -0.37, 0.15], [-0.10, -0.41, -0.82], [-0.02, 0.39, 0.07], [-0.33, 0.50, -0.62], [0.00, 0.80, 0.12], [-1.00, -1.13, 1.42], [-0.29, 0.09, -1.18], [-1.36, -2.73, 0.09], [2.26, 2.34, 0.79], [0.62, 0.75, -0.07], [-0.90, -0.11, -0.64], [0.51, -0.82, 0.38], [-0.15, 0.59, -0.28], [-0.43, -0.02, -0.81], [0.36, -0.26, -0.20], [0.08, 0.35, -0.34], [0.08, 0.48, 0.00], [0.49, -0.16, 0.50], [-0.26, -0.26, 0.22], [-0.58, 1.03, 0.48], [2.00, -1.22, -0.96], [-2.31, -1.44, -0.11], [3.70, 1.77, 0.38], [-0.53, 0.03, 0.16], [-3.38, -0.43, -0.14], [0.76, 1.22, 0.06], [-0.14, -0.20, 0.20], [-0.12, -0.39, -0.20], [0.16, 0.38, 0.19], [0.16, 0.51, 0.10], [-0.01, 0.05, -0.05], [-0.25, -0.29, -0.08], [0.15, -0.71, 0.19], [0.37, -0.18, -0.28], [-0.76, -0.58, 0.61], [-1.85, 0.76, -0.62], [2.72, -0.89, 1.20], [-0.22, -1.60, -1.91], [0.15, 1.72, 2.81], [-2.49, 0.66, -0.35], [1.84, -0.43, -1.54], [-0.07, -0.12, 0.18], [0.18, 0.01, -0.49], [0.54, 0.19, -0.27], [0.53, 0.07, -0.03], [0.62, -0.27, 0.11], [-0.63, 0.54, 0.20], [0.34, -0.08, -0.04], [-1.05, 0.03, 0.06], [-0.48, -0.14, -0.03], [-0.97, 1.40, 0.12], [1.24, -0.89, 0.12], [0.77, -0.48, 2.61], [0.52, -1.39, -3.78], [-1.90, 1.86, -0.54], [-0.01, 0.32, 1.68], [0.05, 0.34, 0.19], [-0.01, 0.43, -0.43], [0.26, -0.33, 0.27], [0.14, -1.09, 0.24], [0.57, 0.12, -0.39], [0.62, 0.07, 0.27], [-0.09, 0.06, 0.19], [-0.75, -0.17, -0.62], [0.16, -0.97, 0.27], [-0.38, -0.24, -0.28], [1.62, 0.13, 0.83], [-0.25, -0.72, -1.87], [-0.55, 0.97, 0.91], [-0.96, 1.01, 1.01], [0.60, -0.84, -1.32], [0.20, -0.05, 0.18], [-0.33, 0.52, 0.55], [-0.18, 0.21, -0.01], [0.58, -0.37, -0.33], [0.04, 0.55, -0.52], [0.07, -0.04, -0.23], [-0.97, 0.48, 0.53], [0.41, -0.84, 0.21], [0.66, 0.71, -0.19], [-0.78, -1.22, 2.05], [0.51, 1.24, 0.02], [-2.97, -3.74, -0.52], [2.29, 1.74, -0.78], [1.09, 0.74, -0.32], [0.10, 0.41, 0.82], [-0.05, -0.27, -0.13], [0.19, -0.04, -0.01], [-0.22, -0.17, 0.29], [-0.39, 0.29, -0.53], [-0.02, 1.09, -0.12], [-0.29, -0.53, -0.08], [0.18, -0.11, 0.09], [-0.13, -0.10, -0.45], [-0.86, -0.89, -0.28], [2.45, 0.53, 0.83], [-1.75, 1.48, -1.80], [1.34, -0.28, -0.14], [-2.60, 2.44, 0.72], [1.75, -2.65, -0.53], [0.19, 0.23, 2.59], [0.20, 0.33, 0.15], [-0.30, -0.10, 0.40], [-0.47, -0.49, -0.39], [-0.51, -0.20, -0.18], [0.69, -0.24, 0.01], [-0.97, -0.48, -0.65], [0.23, -0.38, 0.05], [0.58, 0.65, -0.79], [0.02, -0.02, 0.17], [0.41, -1.03, 0.72], [-1.00, 0.73, -2.24], [-0.25, 0.29, 1.90], [1.81, 0.83, 0.24], [-1.30, -0.86, -0.55], [0.72, -0.89, 0.52], [0.05, 0.38, -0.15], [-0.20, 0.05, 0.19], [0.25, -0.23, -0.28], [-0.29, 0.26, 0.00], [-0.02, 0.34, -0.21], [0.30, 0.35, -0.04], [-0.17, 0.09, -0.12], [-0.25, -0.18, 0.03]]
}